DFT (ωB97M-V/def2-TZVPD) results for 2 unconnected molecules or ions with the total composition C19H29BrN3O5 in a non-equilibrium geometry.

Geometry as ORCA input:
```
! wB97M-V def2-TZVPD RIJCOSX def2/J DEFGRID3
* xyz 1 1
C 0.32764 -0.58495 1.24771
C 1.18243 -1.32199 0.48918
C 2.23357 -0.71375 -0.50367
C 2.27186 0.82119 -0.28532
N 3.27515 1.33515 0.40993
N 3.52466 2.59188 0.73030
C 2.55412 3.36525 0.27489
C 1.38434 3.02445 -0.50183
C 0.38521 4.12539 -0.92016
C -0.60528 4.36861 0.29028
O -1.73062 4.60328 0.07137
Br -0.05461 4.26308 2.16142
C 1.21293 1.63188 -0.84685
C 0.04100 1.12736 -1.68977
C -1.36341 1.23045 -0.95198
C -2.38922 1.86037 -1.96976
C -3.89404 1.56521 -1.58891
N -3.94233 1.09972 -0.18499
C -4.91600 0.00330 0.04177
C -4.07324 2.16991 0.77112
C -4.88827 3.47579 0.55793
O -3.53083 2.02584 1.83907
H 0.62630 0.31010 1.84441
H -0.74527 -0.87182 1.34055
H 1.13566 -2.42824 0.62564
H 1.87841 -0.99073 -1.51950
H 3.23789 -1.13152 -0.26017
H 3.97411 0.67190 0.76302
H 2.66910 4.44130 0.53460
H -0.24338 3.74120 -1.75275
H 0.89514 5.07360 -1.21697
H -0.02422 1.73260 -2.62231
H 0.18794 0.06835 -1.98258
H -1.63875 0.19262 -0.66470
H -1.34312 1.85570 -0.03293
H -2.20601 2.95563 -2.06158
H -2.20914 1.39126 -2.97049
H -4.20703 0.69128 -2.21545
H -4.60204 2.38740 -1.83750
H -4.32130 -0.94828 0.11174
H -5.44179 0.10222 1.01407
H -5.61240 -0.15864 -0.81735
H -5.97842 3.30446 0.43082
H -4.45961 3.98513 -0.34582
H -4.65946 4.16227 1.40496
C 3.97202 -6.86644 -1.10459
O 4.13408 -7.09738 0.29496
C 3.83966 -6.04864 1.06491
O 3.46315 -4.96797 0.67829
O 4.03394 -6.40247 2.33734
C 3.75651 -5.37280 3.28540
H 4.23993 -7.78574 -1.62076
H 2.93434 -6.62619 -1.33746
H 4.63626 -6.07085 -1.44302
H 2.70991 -5.07149 3.23161
H 4.41208 -4.51608 3.12619
H 3.95043 -5.77915 4.27567
*
```

Calculated values
- DFT total energy: -3855.51307 Eh

Results of the natural (NBO) charge analysis, in e, for atoms 1 through 6:
1. C -0.4091
2. C -0.1920
3. C -0.4877
4. C 0.3024
5. N -0.2558
6. N -0.1394